{
  "formula": "C16H17N",
  "method": "wB97M-V/def2-TZVPD",
  "symbols": ["C", "C", "C", "C", "C", "C", "C", "H", "H", "H", "H", "H", "H", "H", "H", "C", "C", "C", "C", "C", "C", "C", "C", "C", "N", "H", "H", "H", "H", "H", "H", "H", "H", "H"],
  "xyz": [[-2.76, 1.58, -0.52], [-2.31, -1.86, -2.03], [-2.18, -2.62, -0.83], [-2.65, -0.52, -1.91], [-2.59, 0.07, -0.60], [-2.38, -2.03, 0.41], [-2.31, -0.67, 0.58], [-2.09, -2.21, -3.06], [-2.01, -3.72, -0.86], [-2.52, 0.23, -2.72], [-2.54, -2.67, 1.31], [-1.91, 2.11, -0.29], [-3.23, 1.87, 0.57], [-2.40, -0.19, 1.59], [-3.17, 2.03, -1.37], [1.22, 0.27, -2.04], [1.90, 0.34, 0.35], [1.37, 1.00, -0.77], [1.83, 1.13, 1.46], [1.23, 2.37, -0.32], [2.49, -0.98, 0.40], [2.89, -1.29, 1.70], [2.88, -0.43, 2.87], [2.44, 0.88, 2.74], [1.35, 2.40, 1.03], [2.73, -1.78, -0.49], [3.58, -2.21, 1.86], [3.20, -0.86, 3.70], [0.21, -0.33, -1.99], [1.93, -0.60, -1.99], [0.78, 3.13, -0.88], [1.43, 3.20, 1.57], [2.44, 1.64, 3.50], [1.17, 0.70, -2.96]],
  "lowdin_charge": [-0.060, -0.105, -0.104, -0.078, -0.261, -0.128, -0.056, 0.110, 0.108, 0.117, 0.116, 0.015, 0.136, 0.128, 0.051, -0.036, -0.209, -0.211, -0.190, -0.044, -0.015, -0.114, -0.080, 0.008, 0.070, 0.158, 0.116, 0.038, 0.104, 0.069, 0.093, 0.120, 0.098, 0.035],
  "relative_energy_ev": 3.411,
  "smiles": "Cc1c[nH]c2ccccc12.Cc1ccccc1",
  "e_homo_ev": -7.5,
  "orbital_gap_ev": 8.3456,
  "lumo_energy_ev": 0.869,
  "molar_mass_g_mol": 223.32
}